(1)
Below is a structure of composition C13H28AsFeN2O5Te, with properties calculated with ωB97M-V/def2-TZVPD.

Last column: natural (NBO) charge in e.
Element x y z (Å)
Fe1 -0.764 -1.379 -0.195  1.472
C1 0.012 0.939 4.429  -0.410
N1 0.053 1.380 3.034  -0.467
C2 -0.963 2.394 2.827  -0.397
C3 0.014 0.315 2.084  0.340
O1 -0.952 0.223 1.186  -0.907
C4 0.872 -0.868 2.356  -0.144
O2 1.067 -1.625 1.130  -0.578
C5 2.316 -1.573 0.512  -0.148
C6 2.172 -0.927 -0.864  0.676
O3 1.051 -0.605 -1.256  -0.693
N2 3.273 -0.738 -1.611  -0.408
C7 3.154 -0.212 -2.960  -0.417
C8 4.602 -1.168 -1.222  -0.406
H1 0.183 1.793 5.086  0.193
H2 0.796 0.209 4.628  0.195
H3 -0.956 0.483 4.690  0.171
H4 -0.761 3.236 3.491  0.192
H5 -1.976 2.022 3.040  0.170
H6 -0.951 2.755 1.802  0.194
H7 0.443 -1.624 3.035  0.185
H8 1.837 -0.557 2.767  0.182
H9 2.703 -2.590 0.390  0.212
H10 3.029 -1.003 1.114  0.201
H11 2.112 0.007 -3.164  0.247
H12 3.515 -0.949 -3.681  0.200
H13 3.750 0.697 -3.061  0.197
H14 4.629 -1.488 -0.186  0.215
H15 5.305 -0.342 -1.341  0.205
H16 4.934 -1.998 -1.850  0.202
C9 -2.699 -3.507 -1.941  -0.727
C10 -1.740 -3.345 -0.788  0.254
O4 -0.513 -3.343 -1.037  -0.712
H17 -2.319 -4.284 -2.605  0.227
H18 -2.715 -2.561 -2.488  0.246
H19 -3.705 -3.740 -1.604  0.230
Te1 -2.472 -2.992 1.153  -0.274
C11 -3.315 1.714 0.136  -0.992
As1 -1.922 1.381 -1.134  2.019
C12 -0.253 2.298 -0.870  -0.992
C13 -2.541 2.178 -2.778  -1.002
O5 -1.776 -0.244 -1.486  -1.203
H20 -3.390 2.779 0.350  0.236
H21 -3.085 1.144 1.031  0.291
H22 -4.240 1.362 -0.320  0.246
H23 -0.436 3.373 -0.877  0.233
H24 0.363 2.030 -1.728  0.248
H25 0.231 1.978 0.047  0.275
H26 -2.711 3.246 -2.635  0.232
H27 -3.469 1.699 -3.084  0.247
H28 -1.789 2.027 -3.550  0.244

The highest occupied orbital energy (alpha / beta) comes out at -4.46 / -6.69 eV. Its spin multiplicity is 6. As for the calculated total energy: -129670.1354 eV. Its expectation value of S² is 8.778. Its gap between HOMO and LUMO (alpha / beta) is 4.867 / 7.071 eV. The LUMO energy (alpha / beta) comes out at 0.01481 / 0.01407 hartree. The value obtained for the energy above the lowest of the compared OMol25 structures with the same formula, charge and spin is 3.8 kcal/mol.

(2)
Below is a structure of composition C11H17BN6Sr in a non-equilibrium geometry, with properties calculated with ωB97M-V/def2-TZVPD.

Last column: natural (NBO) charge in e.
Element x y z (Å)
H1 -1.661 -1.329 -3.210  0.208
N1 -0.525 -0.130 -1.826  -0.389
B1 0.844 1.849 -0.785  0.583
N2 0.040 1.153 -1.990  -0.340
C1 -0.189 1.576 -3.240  0.002
Sr1 -0.885 -1.526 0.507  1.756
H2 0.155 2.578 -3.606  0.224
C2 -0.933 0.635 -3.914  -0.367
H3 -1.322 0.698 -4.888  0.221
C3 -1.116 -0.454 -3.001  -0.040
H4 1.299 2.916 -1.158  -0.042
C4 0.231 -3.007 2.453  -1.040
H5 -0.117 -3.976 2.888  0.249
H6 -0.222 -2.147 3.068  0.302
H7 1.325 -2.946 2.559  0.235
N3 1.999 0.874 -0.374  -0.347
N4 -0.112 2.071 0.465  -0.317
N5 1.710 -0.444 0.006  -0.366
N6 -0.699 0.919 0.948  -0.422
C5 3.342 1.074 -0.317  -0.005
C6 -0.502 3.109 1.249  0.008
H8 3.857 2.036 -0.586  0.230
H9 -0.216 4.116 1.076  0.220
C7 3.931 -0.083 0.129  -0.365
C8 -1.376 2.613 2.263  -0.357
C9 2.891 -1.037 0.319  -0.061
C10 -1.448 1.247 2.019  -0.063
H10 4.970 -0.252 0.311  0.222
H11 -1.876 3.171 3.020  0.230
H12 3.022 -2.071 0.678  0.200
H13 -2.059 0.502 2.587  0.213
H14 0.671 -3.959 1.302  0.277
C11 -3.544 -2.340 0.408  -1.419
H15 -3.343 -3.338 -0.065  0.170
H16 -4.397 -2.330 1.251  0.208
H17 -3.749 -1.768 -0.545  0.181

The highest occupied orbital energy comes out at -6.43 eV. As for the calculated total energy: -22132.4983 eV. Its gap between HOMO and LUMO is 4.967 eV. The LUMO energy comes out at -0.05373 hartree. The value obtained for the energy above the lowest of the compared OMol25 structures with the same formula, charge and spin is 0.0 kcal/mol.

(3)
Below is a cluster of 4 separate species, H8O4 in total, with properties calculated with ωB97M-V/def2-TZVPD.

Last column: natural (NBO) charge in e.
Element x y z (Å)
O1 -0.353 -1.829 -3.075  -0.955
H1 0.144 -1.369 -2.376  0.488
H2 0.212 -1.644 -3.836  0.459
O2 -0.040 -2.430 1.790  -0.948
H3 0.870 -2.643 1.579  0.472
H4 -0.635 -2.919 1.224  0.476
O3 0.114 -0.323 -0.671  -0.960
H5 0.605 0.229 -0.061  0.485
H6 -0.789 0.005 -0.672  0.483
O4 -0.022 3.970 1.862  -0.942
H7 0.715 4.525 2.105  0.470
H8 -0.821 4.427 2.132  0.472

The highest occupied orbital energy comes out at -10.96 eV. As for the calculated total energy: -8319.6703 eV. Its gap between HOMO and LUMO is 11.689 eV. The LUMO energy comes out at 0.02682 hartree. The value obtained for the energy above the lowest of the compared OMol25 structures with the same formula, charge and spin is 23.2 kcal/mol.

(4)
Below is a structure of composition C22H17CoF6O8PS2 in a non-equilibrium geometry, with properties calculated with ωB97M-V/def2-TZVPD.

Last column: natural (NBO) charge in e.
Element x y z (Å)
Co1 -2.442 -0.425 0.880  1.268
O1 -0.634 0.280 1.139  -0.948
S1 -0.541 -0.771 2.222  2.114
O2 -0.511 -2.158 1.744  -0.927
O3 -2.032 -0.635 2.778  -0.868
C1 1.314 -0.816 2.329  -0.178
C2 1.910 -0.942 3.571  -0.234
C3 3.277 -1.166 3.665  -0.213
C4 4.035 -1.220 2.507  -0.239
C5 3.410 -1.109 1.264  -0.222
C6 2.030 -0.952 1.131  -0.219
P1 1.189 -1.061 -0.537  0.942
C7 1.596 0.555 -1.318  -0.260
C8 2.898 0.979 -1.602  -0.235
C9 3.133 2.246 -2.121  -0.240
C10 2.060 3.099 -2.373  -0.222
C11 0.762 2.674 -2.123  -0.205
C12 0.522 1.407 -1.598  -0.192
C13 2.339 -2.192 -1.443  -0.357
C14 2.256 -2.191 -2.840  -0.140
C15 2.701 -3.271 -3.594  -0.233
C16 3.249 -4.385 -2.972  -0.240
C17 3.358 -4.402 -1.590  -0.204
C18 2.895 -3.326 -0.833  -0.226
H1 1.308 -0.859 4.470  0.218
H2 3.743 -1.291 4.635  0.202
H3 5.107 -1.363 2.562  0.201
H4 4.018 -1.188 0.370  0.216
H5 3.736 0.307 -1.431  0.203
H6 4.148 2.566 -2.328  0.195
H7 2.238 4.091 -2.772  0.196
H8 -0.075 3.324 -2.338  0.215
H9 -0.498 1.076 -1.417  0.278
H10 1.795 -1.344 -3.339  0.211
H11 2.580 -3.258 -4.671  0.202
H12 3.567 -5.239 -3.558  0.198
H13 3.780 -5.267 -1.090  0.198
H14 2.944 -3.379 0.246  0.217
O4 -3.561 -3.083 -1.104  -1.031
S2 -3.814 -1.664 -0.892  2.546
O5 -4.812 -1.106 -1.780  -1.016
O6 -2.492 -0.869 -1.008  -1.033
O7 -4.121 -1.376 0.597  -1.015
C19 -3.260 3.854 0.695  -0.652
C20 -3.897 2.475 0.979  0.138
O8 -3.204 1.475 0.445  -0.890
C21 -5.338 2.512 0.391  0.943
F1 -6.084 1.458 0.720  -0.314
F2 -6.052 3.616 0.783  -0.372
F3 -5.285 2.582 -0.946  -0.327
C22 -3.989 2.333 2.528  0.944
F4 -4.686 3.343 3.128  -0.366
F5 -4.557 1.195 2.931  -0.315
F6 -2.757 2.382 3.072  -0.339
H15 -3.209 3.967 -0.389  0.216
H16 -2.244 3.822 1.089  0.219
H17 -3.806 4.693 1.134  0.194

The highest occupied orbital energy (alpha / beta) comes out at -2.08 / -2.09 eV. Its spin multiplicity is 2. As for the calculated total energy: -124361.6383 eV. Its expectation value of S² is 0.767. The charge is -2. Its gap between HOMO and LUMO (alpha / beta) is 6.140 / 6.152 eV. The LUMO energy (alpha / beta) comes out at 0.14922 / 0.14929 hartree. The value obtained for the energy above the lowest of the compared OMol25 structures with the same formula, charge and spin is 71.9 kcal/mol.